w) The following is a quantum chemistry calculation of one molecule with the formula C3H5N3O, from the OMol25 dataset.

HOMO-LUMO gap: 9.1 eV
HOMO level: -0.3314 Eh

```
12
C3H5N3O | the OMol25 dataset | wB97M-V/def2-TZVPD
H 1.87230 -0.45275 -1.51555
N 1.49798 0.46077 -1.77707
C 0.88683 1.05609 -0.85081
C 1.01464 0.75009 0.68791
O 1.93433 1.08227 1.39630
C -0.12771 -0.06942 1.01992
N -0.90613 -0.25193 -0.00547
N -1.83266 -1.18551 0.01535
H 0.43843 2.02257 -1.07404
H -0.29687 -0.46394 2.02280
H -2.03093 -1.71667 0.85811
H -2.45020 -1.23157 -0.77744
```

Results of the Mulliken charge analysis, in e, for atoms 1 through 4: 0.240 -0.548 0.104 0.093



x) The following is a quantum chemistry calculation of one molecule with the formula C3H5N3O, from the OMol25 dataset.

HOMO-LUMO gap: 8.4 eV
HOMO level: -0.3231 Eh

```
12
C3H5N3O | the OMol25 dataset | wB97M-V/def2-TZVPD
C 0.16343 0.89511 1.02266
N 0.09056 0.02198 -0.14748
C 0.78745 -1.53973 -0.26066
N -0.27251 0.58526 -1.38317
C -0.63378 -1.55839 -0.12749
O 1.87437 -1.92157 -0.09759
N -1.68560 -2.10505 -0.00245
H 0.33540 1.36554 -1.60349
H -1.23337 0.92019 -1.35450
H 0.94846 1.64935 0.88492
H 0.42388 0.28905 1.89148
H -0.79829 1.39827 1.17777
```

Results of the Mulliken charge analysis, in e, for atoms 1 through 4: -0.810 0.325 0.524 -0.708



Of them, w) has the highest stability.



w) The following is a quantum chemistry calculation of C3H5N3O as an isolated structure, from the OMol25 dataset.

HOMO-LUMO gap: 8.7 eV
HOMO level: -0.2980 Eh

```
12
C3H5N3O | the OMol25 dataset | wB97M-V/def2-TZVPD
C 1.37038 -0.55448 0.28670
C 0.18068 -0.72153 1.06313
C -0.66152 0.15312 0.36430
H -1.61341 0.74123 -1.53007
H 1.99439 0.36525 -1.41889
H 2.10173 -1.05133 0.87120
H 0.36936 -0.93792 2.27654
H -2.39282 0.14073 1.16990
N 0.11164 0.59317 -0.69454
N 1.18992 -0.07767 -0.86923
N -1.89671 0.70505 0.37533
O -0.75364 0.64438 -1.89435
```

Results of the Mulliken charge analysis, in e, for atoms 1 through 4: -0.166 -0.445 0.457 0.379



x) The following is a quantum chemistry calculation of C3H5N3O as an isolated structure, from the OMol25 dataset.

HOMO-LUMO gap: 8.7 eV
HOMO level: -0.3020 Eh

```
12
C3H5N3O | the OMol25 dataset | wB97M-V/def2-TZVPD
C -0.07971 -1.17896 -0.20878
C -0.03477 1.08157 -0.21420
C -0.81901 0.02053 -0.16584
N 1.22238 -1.10748 -0.03455
N 1.60552 0.07586 -0.32601
N -2.26368 0.03196 -0.10148
O 2.73982 0.58622 0.21053
H -0.38204 -2.28081 -0.29269
H 0.10036 2.09982 -0.58206
H -2.43012 -0.48875 0.73223
H -2.69409 0.90635 -0.03355
H 3.03533 0.25369 1.01639
```

Results of the Mulliken charge analysis, in e, for atoms 1 through 4: -0.482 -0.392 0.628 -0.510



Of them, x) has the highest stability.



w) The following is a quantum chemistry calculation of one molecule with the formula C3H5N3O, from the OMol25 dataset.

HOMO-LUMO gap: 10.1 eV
HOMO level: -0.3505 Eh

```
12
C3H5N3O | the OMol25 dataset | wB97M-V/def2-TZVPD
N 1.90064 0.70721 0.17725
C 0.62458 0.39821 -0.10140
N -0.15289 1.12364 -0.82776
C -1.37702 0.44016 -0.79624
O -2.46848 0.90536 -1.00158
N -1.23999 -0.85180 -0.32018
C -0.05843 -0.81627 0.48511
H 2.51275 0.05018 0.62714
H 2.28611 1.53936 -0.24184
H -2.08962 -1.25848 0.05616
H 0.52629 -1.74459 0.42403
H -0.46394 -0.49298 1.51931
```

Results of the Mulliken charge analysis, in e, for atoms 1 through 4: -0.389 0.508 -0.614 0.341



x) The following is a quantum chemistry calculation of one molecule with the formula C3H5N3O, from the OMol25 dataset.

HOMO-LUMO gap: 7.4 eV
HOMO level: -0.2690 Eh

```
12
C3H5N3O | the OMol25 dataset | wB97M-V/def2-TZVPD
O 0.91512 -2.15854 -0.20537
C 0.15311 -1.71204 0.78552
C -0.12445 -0.27590 0.40411
N 0.46250 0.03632 -0.78416
N 0.15370 1.39822 -0.98236
C -0.71569 1.70527 -0.01554
N -0.84831 0.75029 0.88247
H 1.40579 -0.34255 -0.96220
H 0.58900 -1.73096 1.82148
H -0.85890 -2.19339 0.95071
H 0.17877 1.91095 -1.86447
H -1.31064 2.61233 -0.03019
```

Results of the Mulliken charge analysis, in e, for atoms 1 through 4: -0.857 -0.077 0.393 -0.083



Of them, w) has the highest stability.